# C22H22N2O6

C22H22N2O6 in the gas phase in a non-equilibrium geometry (ωB97M-V/def2-TZVPD, the OMol25 dataset).

Geometry as XYZ:
```
52
Properties=species:S:1:pos:R:3:forces:R:3:lowdin_charge:R:1
C 4.1421 -2.4432 2.1885 0.042 0.125 0.452 -0.071
O 4.0100 -2.8258 0.8315 -0.054 -0.138 -0.432 -0.041
C 3.2112 -2.0699 0.0768 -0.404 0.445 -0.398 -0.337
C 3.0547 -2.3909 -1.2687 0.026 -0.038 0.009 0.093
C 2.2353 -1.5421 -2.0002 0.116 0.019 0.581 -0.327
O 2.0512 -1.7806 -3.3002 0.261 -0.250 0.220 -0.034
C 1.2134 -0.8748 -3.9972 -0.342 0.249 -0.166 -0.057
N 1.6274 -0.4940 -1.4474 -0.035 0.183 -0.087 0.221
C 1.8238 -0.3075 -0.1546 0.805 -0.869 -0.606 -0.389
O 1.2256 0.7147 0.4614 -0.232 0.355 0.259 0.048
C 0.3141 1.5001 -0.2924 -0.296 0.207 -0.468 -0.125
C 0.6007 2.9422 0.1352 -0.214 0.117 0.260 -0.466
O -0.1035 3.6763 0.7701 -0.022 0.006 -0.079 0.137
O 1.8064 3.3000 -0.3044 0.790 0.049 -0.341 0.139
C -1.1687 1.0192 -0.1514 0.365 -0.004 0.119 -0.307
O -1.9190 1.5329 -1.2423 0.147 -0.402 0.129 -0.139
C -2.0619 2.9300 -1.3483 -0.024 0.294 0.051 -0.069
C -1.8097 1.3530 1.1842 -0.120 0.056 0.053 -0.153
C -1.0737 1.4837 2.3544 -0.085 -0.017 -0.031 -0.038
C -1.7156 1.7423 3.5523 0.069 -0.037 0.099 -0.065
C -3.0929 1.8679 3.5979 -0.080 0.027 0.129 -0.088
C -3.8330 1.7197 2.4382 -0.036 -0.002 0.062 -0.072
C -3.1934 1.4554 1.2424 0.038 -0.036 -0.162 -0.016
C -1.1615 -0.4988 -0.3224 -0.188 -0.032 -0.159 -0.130
C -1.5094 -1.0646 -1.5422 -0.114 0.063 0.087 -0.032
C -1.4364 -2.4351 -1.7264 -0.003 0.041 -0.066 -0.078
C -1.0077 -3.2542 -0.6983 0.023 -0.075 0.062 -0.082
C -0.6818 -2.6964 0.5276 0.060 -0.082 -0.031 -0.064
C -0.7622 -1.3290 0.7175 -0.160 0.023 0.009 -0.026
N 2.5970 -1.0301 0.6366 0.056 -0.013 0.327 0.228
H 4.5223 -1.4234 2.2640 -0.009 -0.077 0.051 0.090
H 3.1776 -2.4941 2.6976 0.098 0.001 0.009 0.090
H 4.8460 -3.1475 2.6273 -0.057 0.036 -0.036 0.091
H 3.5426 -3.2375 -1.7141 0.075 -0.129 -0.071 0.124
H 1.6484 0.1268 -4.0038 -0.034 -0.049 -0.036 0.094
H 1.1376 -1.2621 -5.0112 0.021 0.026 0.063 0.094
H 0.2284 -0.8319 -3.5262 0.117 0.032 -0.139 0.068
H 0.5704 1.4035 -1.3583 -0.164 0.125 0.277 0.163
H 2.0404 4.1886 0.0127 -0.321 -0.184 0.043 0.142
H -2.2728 3.3980 -0.3844 0.006 -0.007 -0.088 0.093
H -2.8999 3.0885 -2.0217 -0.019 0.078 -0.067 0.099
H -1.1669 3.3920 -1.7815 -0.070 0.024 0.011 0.096
H 0.0011 1.3877 2.3357 0.060 0.014 0.050 0.118
H -1.1342 1.8474 4.4569 0.048 0.016 0.063 0.104
H -3.5884 2.0760 4.5356 -0.022 0.013 0.056 0.100
H -4.9086 1.8052 2.4641 -0.113 0.010 0.009 0.102
H -3.7673 1.3251 0.3354 -0.033 0.010 -0.045 0.127
H -1.8447 -0.4208 -2.3404 0.000 0.005 -0.060 0.116
H -1.7063 -2.8610 -2.6811 -0.039 -0.052 -0.107 0.105
H -0.9376 -4.3220 -0.8446 0.001 -0.089 -0.012 0.102
H -0.3594 -3.3297 1.3401 0.037 -0.063 0.094 0.105
H -0.5114 -0.9089 1.6797 0.028 -0.003 0.053 0.118
```
Positions in Å, forces in eV/Å.

Output
Relative energy (zero: lowest compared OMol25 entry of this formula, charge and spin): 264.4 kJ/mol
Frontier orbital gap: 9.343 eV
SMILES string: COc1cc(OC)nc(O[C@H](C(=O)O)C(OC)(c2ccccc2)c2ccccc2)n1
Maximum force: 1.3 eV/A

***

# C22H22N6O7W

C22H22N6O7W as an isolated structure in a non-equilibrium geometry (ωB97M-V/def2-TZVPD, the OMol25 dataset).

Geometry as XYZ:
```
58
Properties=species:S:1:pos:R:3:forces:R:3:lowdin_spin:R:1
W -0.2607 0.3386 0.2558 -0.479 -0.460 0.949 0.790
O 0.3079 -3.4592 2.5215 0.026 0.001 0.013 0.000
C 0.7131 -2.4749 1.7645 0.104 0.035 0.064 0.001
O -0.0097 -1.5202 1.5012 -0.134 -0.097 -0.080 -0.001
C 2.1386 -2.6347 1.3010 0.005 0.011 0.013 0.000
O 2.5834 -1.5424 0.5589 -0.031 -0.020 -0.015 0.002
C 2.8313 -0.3652 1.3136 0.014 -0.042 0.040 0.008
C 1.6171 0.5455 1.4031 0.015 0.167 -0.168 0.016
O 1.5810 1.0676 2.9001 -0.022 -0.055 0.012 0.017
O -0.8949 0.8597 2.0988 0.033 0.029 0.106 0.076
H -0.5996 -3.3160 2.8401 -0.007 0.014 -0.010 0.000
H 2.1974 -3.5285 0.6767 -0.004 -0.004 -0.006 0.000
H 2.7538 -2.8239 2.1888 0.002 -0.002 0.002 0.000
H 3.6710 0.1328 0.8373 -0.002 -0.002 -0.029 0.004
H 3.1433 -0.6227 2.3301 0.012 0.022 -0.002 0.002
C -3.6979 -2.5228 -0.2510 -0.004 -0.022 -0.014 0.004
C -3.2539 -3.3879 -1.2375 -0.013 0.022 0.022 0.000
C -1.9949 -3.2002 -1.7930 0.008 -0.031 -0.021 0.003
C -1.2123 -2.1546 -1.3419 0.079 -0.029 -0.014 0.000
N -1.6479 -1.3313 -0.3686 -0.057 0.199 -0.106 0.008
C -2.8607 -1.5001 0.1596 0.019 0.016 -0.009 0.004
C 0.1211 -1.8103 -1.9010 -0.060 -0.085 0.009 0.016
C 0.7855 -2.4901 -2.9106 -0.009 -0.014 -0.018 -0.012
C 1.9769 -1.9654 -3.3919 0.012 0.041 0.022 0.021
C 2.4820 -0.7740 -2.8779 0.060 -0.110 0.004 -0.012
C 1.7856 -0.1550 -1.8630 -0.100 0.095 -0.046 0.024
N 0.6409 -0.6916 -1.3895 0.079 0.083 -0.237 -0.008
C 2.0257 1.1783 -1.2076 0.047 0.096 -0.064 0.037
C 3.3121 1.7849 -1.0181 0.003 0.040 -0.078 0.337
C 3.6326 2.5841 0.1171 0.026 -0.018 -0.042 0.001
C 3.0233 2.6857 1.3433 -0.028 -0.016 0.127 0.264
C 1.7732 1.9628 1.6512 -0.014 0.050 -0.101 0.043
N 0.9815 1.6996 -0.6575 0.053 -0.047 0.147 0.259
H -4.6761 -2.6306 0.1951 0.005 0.006 0.004 0.000
H -3.8839 -4.1976 -1.5805 0.007 -0.001 -0.004 0.000
H -1.6398 -3.8539 -2.5764 -0.007 -0.005 0.004 0.000
H -3.1524 -0.7921 0.9253 -0.012 -0.003 0.011 0.000
H 0.3779 -3.3957 -3.3353 0.002 0.001 0.002 -0.001
H 2.5048 -2.4739 -4.1877 -0.008 -0.003 0.003 0.001
H 3.3925 -0.3438 -3.2710 -0.002 0.011 0.018 -0.001
H 4.1225 1.5688 -1.7049 -0.011 0.012 -0.007 0.014
H 4.5571 3.1443 0.0267 0.002 -0.006 0.006 -0.003
H 3.4285 3.3679 2.0793 -0.003 0.007 -0.011 0.011
H 0.5980 1.0479 3.0863 0.005 0.024 0.027 0.001
C -1.5513 1.2647 -3.6948 0.025 0.001 0.007 0.000
N -1.6792 2.4284 -2.8293 0.029 0.048 -0.049 0.002
C -1.8014 2.3426 -1.5088 -0.177 -0.291 0.093 0.007
N -2.0701 3.4103 -0.7734 0.150 0.007 0.188 0.002
O -1.7326 1.1733 -0.9584 0.234 0.189 -0.514 0.053
H -1.2957 1.6106 -4.6921 -0.011 0.003 -0.001 0.000
H -2.4830 0.7019 -3.7428 -0.008 -0.004 0.009 0.000
H -0.7554 0.6130 -3.3383 0.005 0.027 -0.004 0.000
H -1.7757 3.3334 -3.2602 -0.030 -0.004 -0.014 0.000
H -2.0847 4.3386 -1.1630 0.008 -0.019 -0.018 0.000
H -1.9497 3.3021 0.2308 -0.055 0.011 -0.076 0.000
O 0.4944 3.9552 1.3766 -0.143 -0.017 0.113 -0.002
C 0.4681 2.7718 1.5097 0.315 0.097 -0.089 0.012
N -0.7483 2.0356 1.3411 0.050 0.038 -0.164 -0.003
```
Positions in Å, forces in eV/Å.

Output
Relative energy (zero: lowest compared OMol25 entry of this formula, charge and spin): 774.0 kJ/mol
Frontier orbital gap (alpha / beta): 6.862 / 7.109 eV
Expectation value of S²: 2.06
Multiplicity: 3
Total charge: +2
Maximum force: 1.2 eV/A